{
  "formula": "C3H11N3O2",
  "method": "the ωB97M-V functional and the def2-TZVPD basis",
  "elements": ["N", "N", "C", "N", "H", "H", "C", "H", "H", "H", "H", "H", "H", "H", "C", "H", "H", "O", "O"],
  "coordinates": [[-0.01435, -1.20563, 1.52434], [-0.37749, -2.86445, -0.04328], [0.27698, -2.48229, 1.08071], [-0.13548, 1.00735, -0.70502], [-0.29597, -3.86611, -0.22758], [0.25259, 0.56455, -1.49393], [0.88074, 1.93909, -0.16170], [0.72619, 2.04826, 0.93133], [0.83964, 2.90966, -0.65712], [-1.24642, -2.48364, -0.40965], [2.25759, 0.54423, 0.14410], [-0.24648, -0.48814, 0.84855], [-1.34020, 2.57763, -1.64188], [-2.04563, 0.97399, -1.59958], [-1.39725, 1.66571, -1.02834], [0.63462, -0.90859, 2.29444], [-1.96280, 1.94902, -0.09975], [1.04662, -3.20010, 1.67005], [2.14710, 1.31947, -0.42569]],
  "lowdin_charge": [0.128, 0.137, -0.720, -0.133, 0.110, 0.089, -0.270, 0.124, 0.115, 0.101, 0.084, 0.039, 0.071, 0.079, -0.140, 0.123, 0.090, 0.033, -0.061],
  "gap_ev": 10.34,
  "e_lumo_ev": 0.7,
  "total_charge": 0,
  "de_lowest_kcal_mol": 14.30
}



{
  "formula": "C18H33Br19NO5P2",
  "method": "the ωB97M-V functional and the def2-TZVPD basis",
  "elements": ["H", "H", "H", "C", "H", "Br", "C", "H", "N", "Br", "H", "H", "Br", "H", "Br", "H", "H", "H", "Br", "C", "Br", "H", "C", "Br", "C", "Br", "P", "H", "C", "H", "H", "Br", "H", "H", "C", "C", "O", "Br", "Br", "H", "C", "C", "C", "Br", "Br", "Br", "H", "H", "O", "H", "C", "H", "H", "H", "C", "H", "H", "Br", "Br", "P", "C", "Br", "H", "O", "H", "C", "C", "C", "H", "Br", "H", "Br", "H", "C", "O", "H", "O", "H"],
  "coordinates": [[-3.12916, -0.33834, 1.08879], [4.32845, -3.71181, 3.02957], [1.44817, 0.22144, -2.44930], [-4.00591, 4.31328, 2.66493], [-0.09227, 1.34484, -1.50136], [-3.09580, -2.03893, 3.63035], [-7.15689, 2.00689, -1.42018], [5.18991, -3.38082, 0.57436], [-2.33376, -0.85089, -0.76816], [-0.07930, -3.01434, 3.42358], [3.82553, 0.95557, -1.49152], [-1.48803, 0.03887, -6.62969], [-4.02747, 2.39728, 2.42163], [-4.32353, -2.27634, -0.67359], [8.89643, -0.07640, 3.23650], [4.91724, -5.01594, 1.16505], [5.58716, 0.97410, -1.49247], [7.38334, 1.31342, 4.60798], [0.53573, -0.73301, -5.43819], [-0.71775, -0.66816, -6.90200], [-5.74566, 4.96688, 3.12669], [4.71432, 1.85764, -0.25506], [-1.80463, -2.16879, -0.22399], [-6.71079, 3.30187, -0.06972], [2.04042, 0.02056, 1.73887], [-2.24804, -4.84111, 4.87153], [2.60181, -1.49707, 0.97422], [2.75937, -4.01646, 2.29609], [-0.08562, 0.28839, -1.21736], [-0.72266, -2.21486, -0.32658], [1.40972, -0.26490, 2.58366], [-2.67348, 4.83133, 3.94102], [5.57789, -0.91494, -0.17799], [4.72700, -0.04391, 1.08477], [-1.34081, -0.39031, -1.81528], [1.24121, 0.95211, 0.81724], [3.53755, -1.11781, -0.22980], [0.11119, -0.03680, -8.50613], [-7.95512, 2.83553, -2.95717], [-1.31955, 0.66028, 1.96147], [4.42389, -4.07752, 0.91553], [3.72471, -3.53594, 2.14133], [-1.91522, -3.56532, 3.48720], [-1.56856, -2.37128, -7.14939], [-2.16745, 0.77295, -3.10505], [-8.26854, 0.61426, -0.70493], [-2.24063, -2.98995, -0.79454], [-2.13942, -4.04575, 2.54540], [-4.88042, -0.09334, -1.51457], [3.72906, -4.25411, 0.09591], [7.31127, 0.93718, 3.59791], [-1.01405, -1.27354, -2.35663], [2.90035, 0.55309, 2.15172], [0.07911, -0.79604, 0.61851], [-2.58340, 0.18680, 0.30383], [-6.23559, 1.54302, -1.74140], [-3.73369, 4.74821, 1.71308], [-2.89928, 6.57152, -2.09604], [-0.29878, 4.74881, -2.32243], [-3.96840, -1.22081, -1.51289], [-2.22049, 4.79176, -2.25257], [7.15690, 2.45538, 2.42606], [-1.32574, 1.88243, 0.71932], [3.53471, -2.09364, 2.11255], [-3.53897, -1.78292, -2.71554], [-1.30357, 0.80237, 0.88069], [4.70749, 0.94637, -0.85279], [-0.02148, 0.23837, 0.29948], [-2.58496, 4.37899, -3.18249], [-2.88013, 3.66698, -0.83410], [0.95501, 1.80494, 1.43605], [5.73963, -0.16757, 3.49220], [-3.26067, 0.93291, -0.10590], [4.70671, -0.29609, 0.02843], [1.51634, -2.39808, 0.57575], [-2.08359, -2.24529, 0.82317], [1.02797, -0.35582, -1.80276], [1.84370, 1.31835, -0.01288]],
  "lowdin_charge": [0.078, 0.120, 0.096, -1.645, 0.122, 0.596, -1.656, 0.078, -0.355, 0.657, 0.065, -0.040, 0.594, 0.057, 0.598, 0.085, 0.080, -0.026, 0.563, -1.662, 0.605, 0.071, -0.004, 0.541, -0.183, 0.632, 0.433, 0.091, -0.365, 0.090, 0.094, 0.610, 0.122, 0.006, -0.582, -0.134, -0.192, 0.611, 0.593, 0.117, -0.066, -0.244, -1.654, 0.583, 0.827, 0.587, 0.097, -0.038, -0.376, 0.080, -1.630, 0.106, 0.085, 0.086, -0.200, -0.082, -0.077, 0.634, 0.589, 0.778, -1.625, 0.578, 0.068, -0.262, 0.046, -0.142, -0.049, -0.283, -0.028, 0.608, 0.125, 0.653, 0.040, -0.253, -0.282, 0.065, -0.015, 0.110],
  "gap_ev": 9.37,
  "e_lumo_ev": -2.4,
  "total_charge": 1
}



{
  "formula": "C3H12O4",
  "method": "the ωB97M-V functional and the def2-TZVPD basis",
  "elements": ["C", "H", "H", "H", "H", "H", "H", "O", "O", "H", "O", "H", "O", "C", "H", "H", "H", "C", "H"],
  "coordinates": [[0.21897, 0.54565, -2.29285], [-0.33824, -3.12949, 0.09699], [0.96330, -1.70096, -0.15380], [-1.21565, 1.12792, 0.61350], [1.29004, 0.35150, -2.58065], [0.73786, -2.07616, -1.83615], [0.70262, 2.56213, 1.74074], [0.83462, 2.07581, 0.90570], [-2.07409, 1.50232, 0.35894], [-1.35531, -0.09080, -1.11107], [-0.77214, -2.43202, -0.43808], [-2.70171, 0.82311, 0.69351], [0.90618, -0.64719, 3.04658], [0.25812, -1.59419, -0.94614], [1.81156, 1.92437, 0.73365], [-0.39573, 1.33098, -2.73723], [0.21029, 0.02000, 3.18542], [-0.35705, -0.41867, -1.52574], [1.27636, -0.17433, 2.24669]],
  "mulliken_spin": [0.021, -0.020, -0.087, 0.072, -0.030, 0.049, -0.175, 0.667, 0.169, 0.042, -0.094, -0.049, 0.216, 0.360, -0.097, -0.047, -0.111, 0.042, 0.069],
  "s2": 0.751,
  "gap_ev": [3.04, 9.56],
  "multiplicity": 2,
  "e_lumo_ev": [3.5, 3.3],
  "total_charge": -1,
  "de_lowest_kcal_mol": 54.06
}



{
  "formula": "C2H3ClO2S",
  "method": "the ωB97M-V functional and the def2-TZVPD basis",
  "elements": ["Cl", "O", "S", "H", "C", "H", "H", "C", "O"],
  "coordinates": [[1.43838, -0.96896, -0.69013], [-1.39372, -0.11620, 0.40075], [1.84584, 1.68699, 0.79438], [-3.06932, -0.55361, -0.56332], [-1.95825, -0.65324, -0.49758], [-1.37120, -1.31191, -1.12542], [0.70859, -0.25058, 1.48415], [1.34005, 0.07943, 0.68142], [2.45963, 2.08809, -0.48425]],
  "lowdin_charge": [0.624, -0.042, 0.869, 0.095, -0.134, 0.053, 0.000, -0.867, -0.598],
  "gap_ev": [8.83, 8.83],
  "e_lumo_ev": [-0.3, -0.3],
  "total_charge": 0,
  "de_lowest_kcal_mol": 48.49
}



{
  "formula": "C18H48B2BaF8N4O16",
  "method": "the ωB97M-V functional and the def2-TZVPD basis",
  "elements": ["F", "O", "F", "F", "C", "F", "H", "O", "F", "O", "B", "H", "B", "H", "H", "O", "H", "O", "H", "H", "H", "H", "H", "H", "O", "H", "C", "H", "O", "H", "H", "N", "H", "H", "C", "H", "H", "H", "N", "H", "H", "H", "C", "H", "O", "H", "N", "O", "H", "O", "C", "H", "H", "O", "O", "H", "H", "H", "H", "H", "C", "H", "C", "H", "H", "C", "C", "N", "C", "Ba", "H", "H", "H", "C", "H", "H", "H", "H", "C", "O", "C", "H", "C", "F", "O", "H", "O", "C", "H", "H", "F", "C", "O", "H", "F", "C", "C"],
  "coordinates": [[-7.47012, -19.07166, 20.46596], [-6.34676, -18.27212, 12.55356], [-3.50384, -11.40711, 16.06379], [-8.45718, -20.20641, 18.72547], [-0.13509, -18.05407, 15.45529], [-6.90826, -18.43751, 18.31692], [-0.25515, -16.30095, 17.41268], [-3.42189, -15.51638, 15.06300], [-5.53482, -12.43093, 16.62583], [-7.01344, -19.11827, 14.45872], [-4.80043, -11.18407, 16.54034], [-1.36175, -12.25919, 16.02209], [-7.90785, -18.92121, 19.18597], [2.34846, -11.84497, 13.22405], [-5.69178, -16.62826, 12.89111], [-4.29670, -16.89834, 18.23751], [0.05752, -11.75584, 16.78206], [-5.48692, -15.78688, 13.35356], [-8.56773, -10.82712, 11.50923], [0.62492, -17.53995, 13.51384], [0.17117, -16.11143, 14.63724], [-4.06103, -15.44220, 19.65556], [-4.38277, -13.65558, 14.49490], [3.46095, -12.79492, 14.05175], [-7.72530, -11.09983, 11.16366], [0.06028, -11.44610, 14.35910], [-8.55760, -16.03093, 13.93922], [-8.36380, -17.04729, 13.57717], [-3.37131, -19.70389, 16.12865], [-2.75104, -13.90497, 13.80596], [-6.19261, -14.58308, 19.54054], [-3.05670, -19.46927, 14.95880], [-6.47349, -12.68665, 11.10182], [-1.85068, -17.96439, 13.70904], [-0.71633, -15.62821, 18.14261], [-1.57820, -16.02453, 18.65508], [-0.35275, -19.03979, 15.16709], [-1.94972, -14.59779, 16.85023], [-6.60374, -19.29555, 13.20452], [-2.78763, -16.16614, 14.71207], [-4.64697, -14.42285, 12.09397], [1.24559, -19.04846, 16.41672], [-7.20879, -12.24454, 11.80707], [-6.43964, -16.29333, 19.16573], [-8.03044, -16.12251, 15.22870], [0.78550, -13.72763, 17.30009], [-6.64875, -15.12181, 17.50279], [-3.59787, -18.52687, 14.40007], [-3.14085, -17.45110, 19.94294], [-2.24057, -20.19321, 14.35318], [0.83576, -16.53515, 19.61205], [-8.38162, -16.15849, 17.86842], [-9.71049, -15.25024, 16.05496], [0.26814, -15.37311, 19.14931], [-7.51840, -11.67276, 14.06836], [-6.42073, -14.23271, 17.12342], [-7.06052, -11.51792, 14.88608], [-0.87263, -17.81416, 16.23542], [-8.69729, -14.49947, 17.98094], [0.08729, -17.10144, 20.20636], [2.41362, -12.67740, 13.85027], [-4.07806, -14.91054, 17.92158], [-4.31674, -15.15938, 12.86595], [1.58223, -16.23093, 20.31256], [-5.91114, -11.14184, 13.04830], [-8.06828, -15.24481, 17.44870], [-3.93076, -17.78593, 19.24102], [0.00930, -13.81284, 16.71041], [-5.99856, -15.33418, 18.76214], [-5.59988, -17.51230, 15.88709], [-4.84350, -18.13582, 19.78567], [-3.65845, -18.66957, 18.68273], [-8.33982, -14.11886, 15.69900], [0.32795, -12.39508, 14.81599], [0.02731, -13.19554, 14.13825], [2.05895, -13.60780, 13.40585], [-9.64680, -15.95898, 13.99007], [-8.06881, -15.21224, 13.42821], [-4.54652, -15.56465, 18.63055], [1.17027, -18.10363, 16.13061], [-1.11858, -14.36904, 17.49262], [-6.04955, -13.00852, 13.29924], [-6.56372, -12.03577, 13.13686], [-8.90345, -17.88952, 19.19784], [-6.40921, -20.40601, 12.75663], [1.25774, -17.10439, 18.80288], [-1.43736, -17.13330, 13.64428], [-3.66310, -14.47371, 14.10598], [-3.52020, -15.73736, 12.39582], [-1.59758, -13.65342, 18.22100], [-4.71226, -10.58877, 17.83686], [-8.57476, -15.13215, 16.06023], [1.74276, -12.42126, 15.01152], [-8.00779, -12.94128, 11.98707], [-5.56647, -10.49477, 15.63552], [-0.28560, -12.53442, 16.11818], [-0.09020, -17.12854, 14.26693]],
  "lowdin_charge": [0.141, -0.056, 0.103, 0.023, -0.239, 0.020, 0.102, -0.163, 0.046, -0.307, -1.215, 0.124, -1.201, 0.064, 0.043, -0.372, 0.123, -0.154, 0.072, 0.128, 0.120, 0.148, 0.126, 0.079, -0.061, 0.126, -0.102, 0.082, -0.054, 0.122, 0.131, -0.621, 0.126, 0.005, -0.204, 0.107, 0.084, 0.092, -0.561, 0.044, 0.110, 0.099, -0.267, 0.137, -0.304, 0.087, -0.076, -0.197, 0.094, -0.007, -0.139, 0.089, 0.147, -0.180, -0.046, 0.085, 0.046, 0.116, 0.138, 0.095, -0.153, 0.110, -0.229, 0.074, 0.139, -0.224, -0.114, -0.008, -0.211, 2.073, 0.101, 0.082, 0.130, -0.235, 0.117, 0.092, 0.090, 0.083, -0.219, -0.102, -0.191, 0.105, -0.280, 0.056, 0.040, 0.075, -0.088, -0.194, 0.114, 0.145, 0.067, -0.233, -0.173, 0.107, 0.133, -0.234, -0.150],
  "gap_ev": 8.89,
  "e_lumo_ev": 3.9,
  "total_charge": -2
}



Short version: energy = -11855.117; -1380308.317; -11493.026; -29572.612; -81961.460 eV, in the order given.
Short version: maximum force = 2.2; 0.7; 4.5; 3.4; 3.9 eV Å⁻¹, in the order given.